No. 1
{"formula": "C3H52B3IO27", "method": "ωB97M-V with the def2-TZVPD basis set", "elements": ["I", "O", "O", "O", "O", "O", "O", "O", "O", "O", "O", "O", "O", "O", "O", "O", "O", "O", "O", "O", "O", "O", "O", "O", "O", "O", "O", "O", "C", "C", "C", "B", "B", "B", "H", "H", "H", "H", "H", "H", "H", "H", "H", "H", "H", "H", "H", "H", "H", "H", "H", "H", "H", "H", "H", "H", "H", "H", "H", "H", "H", "H", "H", "H", "H", "H", "H", "H", "H", "H", "H", "H", "H", "H", "H", "H", "H", "H", "H", "H", "H", "H", "H", "H", "H", "H"], "xyz": [[0.502, 0.763, -4.042], [-8.883, -4.278, 0.708], [-1.861, 4.933, -3.715], [-7.930, -8.600, -1.192], [2.900, -4.482, 4.830], [1.429, -1.492, -6.068], [-5.873, -4.264, -1.047], [-1.866, 2.766, -5.164], [0.775, 5.177, 1.944], [3.291, -3.302, -7.350], [3.113, 0.274, -2.337], [6.673, 3.314, 1.161], [1.937, 2.702, 3.793], [0.352, -1.632, 1.865], [-3.164, -2.179, -1.554], [0.132, -3.062, -0.214], [4.646, -0.335, 7.310], [3.145, -4.772, 1.883], [3.831, 3.655, 5.433], [4.190, 2.717, 8.171], [-8.598, -2.663, -2.006], [4.359, 1.859, 2.843], [-7.128, -6.204, -2.585], [-0.527, 7.941, -1.001], [3.840, -0.535, 2.354], [-3.374, 6.981, -2.646], [0.026, 7.648, -4.120], [-0.246, -0.574, -0.432], [0.878, 1.000, 1.513], [1.552, -1.812, -2.171], [1.939, -0.288, -2.730], [0.297, -0.441, 0.966], [0.798, -2.838, 1.117], [0.455, -1.787, -0.945], [1.604, -3.610, 1.554], [-7.255, -6.293, -1.628], [3.071, -0.913, 2.807], [3.509, -3.958, -8.030], [-5.199, -3.574, -0.959], [0.074, 1.723, 1.960], [-3.666, -1.695, -0.881], [-2.700, 7.671, -2.558], [-1.458, 3.591, -5.468], [2.390, -1.620, -6.061], [2.523, -3.680, -6.898], [-3.380, 6.778, -3.593], [-0.255, 7.806, -1.922], [2.863, -5.696, 1.958], [2.045, 2.670, 4.755], [-0.120, 8.285, -4.835], [1.696, 0.760, 2.336], [-8.486, -9.391, -1.126], [4.576, 1.203, 2.163], [-6.822, -7.080, -2.862], [4.496, 1.840, 7.893], [3.172, -4.617, 3.909], [1.281, -2.560, -3.035], [3.590, 1.481, 3.296], [4.057, -1.191, 1.675], [4.113, -4.819, 1.915], [1.051, 5.861, 2.573], [-9.029, -3.640, -0.007], [6.891, 2.658, 0.482], [4.863, -0.991, 6.631], [0.169, 7.507, -0.486], [1.283, -0.855, -6.782], [0.560, 4.417, 2.506], [4.063, 2.628, 9.128], [-1.453, 5.758, -4.019], [-2.365, -2.467, -1.088], [-7.902, -3.097, -1.490], [3.597, -4.916, 5.345], [2.568, -2.224, -1.698], [2.485, 3.454, 3.522], [4.517, 3.098, 5.036], [0.987, 7.520, -4.114], [-8.532, -7.917, -1.524], [-2.171, 2.973, -4.268], [-7.922, -4.406, 0.714], [1.480, 1.488, 0.606], [-8.326, -2.798, -2.926], [5.905, 2.936, 1.614], [-5.879, -4.466, -1.994], [4.114, 3.755, 6.355], [-2.166, 5.140, -2.819], [3.877, -0.713, 7.763]], "homo_energy_ev": -9.182, "gap_ev": 8.7247, "e_lumo_ev": -0.5}

---

No. 2
{"formula": "C22H23NO6", "method": "ωB97M-V with the def2-TZVPD basis set", "elements": ["O", "O", "O", "O", "O", "O", "N", "C", "C", "C", "C", "C", "C", "C", "C", "C", "C", "C", "C", "C", "C", "C", "C", "C", "C", "C", "C", "C", "C", "H", "H", "H", "H", "H", "H", "H", "H", "H", "H", "H", "H", "H", "H", "H", "H", "H", "H", "H", "H", "H", "H", "H"], "xyz": [[0.969, -4.626, 0.051], [-0.443, 1.845, -3.586], [-1.254, -1.293, -1.101], [0.531, 0.591, 0.400], [-0.500, 3.033, -0.567], [1.732, -1.306, 1.028], [1.055, -3.615, 2.072], [-0.251, 0.688, 1.580], [1.115, -3.623, 0.722], [0.376, 3.185, 1.717], [0.359, -0.008, -2.298], [-1.679, 1.718, -3.047], [-0.977, -0.317, -1.775], [-3.916, 2.558, -2.884], [-0.726, 3.558, 0.719], [0.883, -4.826, 2.844], [2.433, 0.041, -0.871], [-1.990, 0.684, -2.159], [-2.649, 2.651, -3.413], [-3.285, 0.610, -1.639], [1.795, -0.002, 0.518], [-4.238, 1.536, -1.993], [0.514, 1.018, -3.158], [0.129, 1.874, 2.476], [1.371, -2.286, 0.119], [1.990, -5.037, 3.757], [1.251, -2.090, -1.193], [1.581, -0.788, -1.852], [2.913, -5.159, 4.509], [1.029, 1.632, 3.045], [-1.276, 0.794, 1.216], [1.316, 3.119, 1.164], [0.931, -2.920, -1.800], [-0.055, -4.784, 3.413], [-3.504, -0.198, -0.956], [3.432, -0.391, -0.797], [2.508, 1.078, -1.195], [2.188, -0.992, -2.742], [-0.208, 2.116, -0.458], [-1.706, 3.232, 1.100], [0.827, -5.648, 2.122], [1.251, -2.755, 2.559], [-2.378, 3.438, -4.099], [1.472, 1.265, -3.598], [-5.235, 1.474, -1.584], [-0.686, 2.012, 3.189], [-0.759, 4.643, 0.588], [2.411, 0.545, 1.252], [3.718, -5.296, 5.167], [-4.665, 3.284, -3.160], [-0.187, -0.247, 2.147], [0.481, 3.983, 2.454]], "relative_energy_kj_mol": 445.35, "homo_energy_ev": -8.517, "smiles": "C#CCNC(=O)C1=C[C@@H](c2coc3ccccc3c2=O)C[C@@H](OCCCCO)O1", "gap_ev": 8.8339, "e_lumo_ev": 0.3}

---

No. 3
{"formula": "C18H19BN6Ti", "method": "ωB97M-V with the def2-TZVPD basis set", "elements": ["Ti", "N", "N", "N", "N", "N", "N", "C", "C", "C", "C", "C", "C", "C", "C", "C", "C", "C", "C", "C", "C", "C", "C", "C", "C", "B", "H", "H", "H", "H", "H", "H", "H", "H", "H", "H", "H", "H", "H", "H", "H", "H", "H", "H", "H"], "xyz": [[-0.279, -0.132, -0.646], [-0.595, 0.267, -3.743], [0.175, 1.759, -1.202], [1.604, -0.320, -2.881], [1.398, -0.835, -1.596], [-1.339, -0.237, -2.676], [0.585, 1.960, -2.516], [-2.497, -0.643, -3.267], [-2.479, -0.403, -4.642], [2.615, -0.974, -3.474], [0.182, 2.988, -0.598], [-0.039, -0.090, 2.735], [1.033, -0.587, 4.978], [3.159, -1.881, -2.564], [0.060, 0.113, 7.093], [-0.026, -0.053, 4.191], [-1.080, 0.497, 4.972], [-1.257, 0.168, -4.914], [2.397, -1.748, -1.396], [0.746, 3.269, -2.732], [-2.116, -2.834, 1.153], [1.052, -0.547, 6.375], [-1.013, 0.625, 6.364], [0.510, 3.957, -1.546], [-0.057, -0.143, 1.461], [0.807, 0.834, -3.552], [-2.020, -1.744, 1.101], [-3.336, -1.094, -2.755], [-1.121, -3.202, 0.979], [2.862, -0.730, -4.488], [-2.817, -3.235, 0.434], [1.279, 1.202, -4.595], [1.874, -1.020, 6.914], [2.533, -2.249, -0.447], [1.874, -1.059, 4.482], [-2.483, -3.156, 2.117], [-3.267, -0.589, -5.351], [-0.829, 0.500, -5.858], [1.035, 3.595, -3.702], [3.987, -2.526, -2.772], [-1.975, 0.847, 4.467], [0.142, 0.200, 8.174], [0.569, 5.016, -1.421], [-0.033, 3.099, 0.458], [-1.822, 1.131, 6.888]], "charge": 2, "homo_energy_ev": [-14.543, -14.579], "gap_ev": [5.1409, 5.4864], "e_lumo_ev": [-9.4, -9.1]}

---

Number 1: M 679.8 g/mol. Number 2: M 397.4 g/mol. Number 3: M 378.1 g/mol.